Computed, not measured: the ion CHO6S with charge -1 at a distorted geometry, with wB97M-V/def2-TZVPD.

Calculated values
SMILES: O=C(OO)S(=O)(=O)[O-]
Charge: -1
ΔE to the lowest compared entry with this formula, charge and spin in kJ/mol: 333.0
Kohn-Sham gap in eV: 9.498
Energy in eV: -24172.497

Geometry (Å):
O 1.16760 0.80444 0.92672
C 0.45373 0.20440 0.19631
O 0.28576 -1.21835 0.43438
O 0.95550 -1.56010 1.64572
S -0.87150 0.56545 -1.09729
O -1.02725 -0.67535 -1.80543
O -1.94212 0.89376 -0.22957
O -0.34953 1.71064 -1.83966
H 1.32782 -0.72489 1.76882

Atomic forces in eV per Å
0.5 1.1 0.1
-1.4 -3.2 -0.2
0.0 1.4 -0.5
-1.2 -2.4 -0.8
1.6 1.2 -1.3
0.4 -0.1 -0.3
-1.5 0.4 1.5
0.0 -1.0 0.3
1.8 2.6 1.3



Computed, not measured: a cluster of 2 separate species, CHOP in total at a distorted geometry, with wB97M-V/def2-TZVPD.

Calculated values
ΔE to the lowest compared entry with this formula, charge and spin in kJ/mol: 191.5
Kohn-Sham gap (alpha / beta) in eV: 7.419 / 7.412
Energy in eV: -12386.030

Geometry (Å):
C -3.04821 3.09091 1.22622
O -3.26793 2.20715 0.56303
P -0.60136 -0.07493 -0.96439
H -0.80508 0.25840 0.48268

Atomic forces in eV per Å
-0.1 -0.2 -0.2
0.0 0.2 0.2
-0.2 0.3 1.3
0.2 -0.3 -1.3



Computed, not measured: an isolated molecule of CHOP at a distorted geometry, with wB97M-V/def2-TZVPD.

Calculated values
SMILES: O=C=P
ΔE to the lowest compared entry with this formula, charge and spin in kJ/mol: 20.2
Kohn-Sham gap in eV: 9.440
Energy in eV: -12387.805

Geometry (Å):
O -0.73578 2.83464 -0.08202
C -0.62234 1.66811 -0.39524
P -0.69367 0.05793 -1.03732
H -0.04120 0.03524 0.21148

Atomic forces in eV per Å
0.9 -5.6 -1.1
-1.7 4.5 -0.5
0.3 2.1 1.0
0.4 -1.0 0.6



Computed, not measured: a structure of composition CI2NO2 at a distorted geometry, with wB97M-V/def2-TZVPD.

Calculated values
Charge: -1
ΔE to the lowest compared entry with this formula, charge and spin in kJ/mol: 45.1
Kohn-Sham gap in eV: 6.117
Energy in eV: -22823.467

Geometry (Å):
C 0.40749 -0.20728 0.92649
N -0.92416 0.71269 -2.33554
O -0.44166 -0.24713 1.71034
O 1.37527 -0.33331 0.31177
I -2.32784 1.51254 -3.61329
I -1.55039 -0.93452 -1.23081

Atomic forces in eV per Å
0.3 -1.2 0.7
0.5 0.1 0.1
-0.6 0.7 0.6
0.7 0.6 -0.7
-0.3 -0.1 0.0
-0.6 -0.1 -0.7